Entry from OMol25: a 8-piece molecular cluster, C31H44F7O24P overall (ωB97M-V with the def2-TZVPD basis set).

Properties
Structure (SMILES)   CCOCCOPOC[C@@H](C)C(C)C.O=C1OC[C@@H](F)O1.O=C1OC[C@@H](F)O1.O=C1OC[C@@H](F)O1.O=C1OC[C@@H](F)O1.O=C1OC[C@@H](F)O1.O=C1OC[C@@H](F)O1.O=C1OC[C@@H](F)O1
Energy   -110312.739 eV
Net charge   0
Kohn-Sham gap   9.03 eV

Last column: Löwdin charge in e.
CARTESIAN COORDINATES (ANGSTROEM)
C: 3.329 -1.370 3.511  -0.0596
C: 1.957 -0.726 3.307  -0.2593
O: 1.076 -1.615 2.634  -0.1488
C: 0.264 -1.013 1.657  -0.2051
C: 1.046 -0.560 0.433  -0.2386
O: 0.136 -0.477 -0.661  -0.4017
P: 0.519 0.368 -1.995  0.9146
O: 0.619 1.872 -1.339  -0.3903
C: 0.969 2.912 -2.277  -0.2453
C: 2.265 3.655 -1.937  -0.3250
C: 2.053 4.520 -0.685  -0.0552
C: 3.503 2.720 -1.843  -0.3596
C: 4.778 3.353 -2.475  -0.0429
C: 3.794 2.244 -0.415  -0.0828
H: 3.470 -1.711 4.536  0.0693
H: 3.410 -2.231 2.845  0.0775
H: 4.130 -0.677 3.253  0.0693
H: 1.511 -0.464 4.272  0.1179
H: 2.057 0.207 2.744  0.1074
H: -0.315 -0.183 2.086  0.1288
H: -0.460 -1.766 1.337  0.1157
H: 1.506 0.414 0.599  0.0889
H: 1.854 -1.271 0.228  0.1331
H: 1.914 0.032 -1.998  -0.0209
H: 1.009 2.505 -3.295  0.0911
H: 0.139 3.627 -2.245  0.1262
H: 2.427 4.311 -2.799  0.1093
H: 1.322 4.059 -0.014  0.0817
H: 2.970 4.667 -0.115  0.0762
H: 1.670 5.509 -0.949  0.0793
H: 3.272 1.833 -2.443  0.1066
H: 5.604 3.317 -1.761  0.0751
H: 5.083 2.783 -3.349  0.0445
H: 4.616 4.402 -2.736  0.0768
H: 4.259 1.254 -0.433  0.0849
H: 4.479 2.918 0.101  0.0736
H: 2.886 2.169 0.184  0.0564
O: -2.682 1.280 7.009  0.1730
C: -2.808 0.618 6.034  -0.5676
O: -1.976 -0.358 5.634  0.0824
C: -2.572 -1.045 4.515  -0.0439
C: -3.513 0.012 3.975  -0.2976
F: -4.655 -0.497 3.460  0.0863
O: -3.838 0.750 5.147  0.1096
H: -3.143 -1.893 4.888  0.1146
H: -1.817 -1.368 3.809  0.1119
H: -3.076 0.692 3.241  0.1715
O: -0.395 1.990 -6.251  0.1695
C: -0.455 0.814 -6.383  -0.5520
O: -0.872 0.173 -7.495  0.0777
C: -0.665 -1.232 -7.311  -0.0408
C: -0.618 -1.349 -5.797  -0.3163
F: 0.235 -2.311 -5.377  0.0766
O: -0.119 -0.081 -5.422  0.0957
H: 0.295 -1.519 -7.741  0.1465
H: -1.469 -1.794 -7.778  0.1394
H: -1.585 -1.506 -5.316  0.1725
O: -4.883 -3.035 5.515  0.1505
C: -5.618 -2.217 5.966  -0.5765
O: -5.346 -1.479 7.059  0.0701
C: -6.362 -0.478 7.198  -0.0287
C: -7.506 -1.094 6.415  -0.2954
F: -8.260 -0.170 5.777  0.0805
O: -6.822 -1.883 5.452  0.1448
H: -6.027 0.447 6.725  0.1388
H: -6.580 -0.310 8.247  0.1438
H: -8.162 -1.741 6.999  0.1731
O: -7.317 -3.897 9.584  0.1796
C: -6.444 -4.552 9.127  -0.5507
O: -5.983 -4.449 7.864  0.0536
C: -4.820 -5.268 7.720  -0.0456
C: -5.016 -6.269 8.843  -0.3082
F: -3.850 -6.664 9.404  0.0780
O: -5.764 -5.526 9.790  0.1364
H: -3.928 -4.665 7.890  0.1489
H: -4.788 -5.702 6.727  0.1408
H: -5.586 -7.158 8.567  0.1715
O: 6.830 1.492 -4.320  0.1840
C: 7.053 2.102 -5.307  -0.5491
O: 7.835 1.681 -6.325  0.0784
C: 7.728 2.612 -7.405  -0.0427
C: 7.282 3.869 -6.683  -0.3075
F: 6.438 4.635 -7.425  0.0723
O: 6.578 3.352 -5.575  0.1130
H: 6.956 2.278 -8.098  0.1430
H: 8.681 2.709 -7.915  0.1389
H: 8.094 4.503 -6.324  0.1718
O: 4.041 1.505 -7.158  0.1727
C: 3.451 2.502 -6.905  -0.5636
O: 3.078 2.882 -5.668  0.0632
C: 2.559 4.211 -5.737  -0.0482
C: 2.142 4.304 -7.193  -0.3044
F: 2.293 5.549 -7.703  0.0787
O: 3.053 3.420 -7.822  0.1361
H: 3.352 4.927 -5.518  0.1458
H: 1.737 4.329 -5.037  0.1282
H: 1.123 3.962 -7.382  0.1622
O: -2.840 -2.891 2.218  0.1867
C: -2.943 -3.563 1.251  -0.5354
O: -2.080 -4.542 0.894  0.0760
C: -2.606 -5.220 -0.248  -0.0460
C: -3.545 -4.178 -0.826  -0.3129
F: -4.641 -4.728 -1.400  0.0766
O: -3.929 -3.449 0.322  0.1421
H: -3.168 -6.098 0.073  0.1446
H: -1.800 -5.513 -0.915  0.1399
H: -3.083 -3.495 -1.541  0.1720

---

Entry from OMol25: C31H44MoN8O3 as an isolated structure (ωB97M-V with the def2-TZVPD basis set).

Properties
Energy relative to the best compared isomer or geometry (same formula, charge and spin)   10.9 kcal per mole
Energy   -52767.189 eV
Net charge   +2
Kohn-Sham gap (alpha / beta)   6.73 / 6.87 eV

Last column: Löwdin charge in e.
CARTESIAN COORDINATES (ANGSTROEM)
Mo: 0.289 -0.293 0.600  1.6932
C: 1.014 -2.735 2.671  -0.1413
C: -0.212 -2.048 3.232  -0.1557
N: -0.247 -0.607 2.853  -0.1375
C: 0.528 0.250 3.792  -0.1459
C: 1.990 0.222 3.414  -0.1401
N: 2.174 0.158 1.937  -0.1101
C: 3.329 -0.703 1.575  -0.1528
C: 2.843 -2.103 1.157  -0.1520
N: 1.366 -2.224 1.316  -0.1323
H: 0.842 -3.809 2.630  0.1396
H: 1.876 -2.585 3.316  0.1135
H: -0.237 -2.147 4.317  0.1355
H: -1.105 -2.524 2.848  0.0997
H: -1.219 -0.316 2.905  0.1186
H: 0.387 -0.092 4.817  0.1362
H: 0.140 1.256 3.729  0.0868
H: 2.475 -0.651 3.843  0.1112
H: 2.498 1.094 3.825  0.1392
H: 2.329 1.094 1.564  0.0760
H: 4.021 -0.762 2.413  0.1242
H: 3.852 -0.243 0.748  0.1036
H: 3.330 -2.886 1.736  0.1261
H: 3.073 -2.276 0.116  0.0899
H: 1.046 -2.889 0.618  0.0914
C: 2.850 3.424 0.550  -0.0266
O: 1.674 2.657 0.859  -0.1543
C: 0.852 3.118 1.845  -0.2447
C: 1.191 4.144 2.724  0.0057
C: 0.280 4.567 3.681  -0.0421
C: -0.983 3.991 3.758  -0.0548
C: -1.321 2.980 2.876  -0.0393
C: -0.403 2.525 1.946  -0.2014
N: -0.750 1.482 0.971  -0.0759
N: -1.812 1.863 0.388  0.1491
C: -2.122 1.473 -0.883  -0.1444
C: -1.161 0.869 -1.689  -0.2773
O: -0.141 0.268 -1.090  -0.2506
C: -1.245 0.898 -3.086  0.0107
C: -2.383 1.390 -3.648  0.0308
C: -3.471 1.894 -2.874  -0.1517
C: -4.657 2.341 -3.493  -0.0113
C: -5.683 2.836 -2.736  -0.0463
C: -5.549 2.911 -1.337  -0.0400
C: -4.404 2.487 -0.710  -0.0122
C: -3.349 1.962 -1.472  -0.0916
H: 2.579 4.447 0.290  0.1113
H: 3.306 2.929 -0.300  0.0939
H: 3.545 3.431 1.390  0.0997
H: 2.155 4.629 2.652  0.1159
H: 0.557 5.364 4.361  0.1211
H: -1.700 4.334 4.492  0.1180
H: -2.308 2.531 2.897  0.1228
H: -0.432 0.510 -3.684  0.1261
H: -2.474 1.403 -4.729  0.1319
H: -4.745 2.288 -4.573  0.1241
H: -6.594 3.177 -3.211  0.1177
H: -6.365 3.309 -0.745  0.1169
H: -4.310 2.545 0.366  0.1113
C: 3.421 -2.413 -5.043  0.0003
N: 2.953 -1.883 -3.765  -0.0770
C: 3.358 -0.626 -3.157  -0.0106
C: 2.552 -0.656 -1.871  -0.4797
O: 2.592 0.222 -1.011  -0.0113
N: 1.802 -1.794 -1.807  0.1513
C: 2.082 -2.468 -2.940  -0.3998
N: 1.541 -3.656 -3.211  0.2327
H: 4.203 -1.762 -5.422  0.1008
H: 2.620 -2.447 -5.782  0.1004
H: 3.850 -3.409 -4.921  0.0999
H: 3.092 0.240 -3.766  0.1476
H: 4.428 -0.591 -2.950  0.1481
H: 0.800 -3.991 -2.622  0.1133
H: 1.695 -4.116 -4.092  0.1167
C: -1.771 -2.410 -1.784  -0.0836
C: -1.670 -2.694 -0.289  -0.4843
C: -2.888 -3.502 0.166  -0.0721
C: -1.573 -1.406 0.549  -0.2248
H: -1.894 -3.336 -2.357  0.0848
H: -0.899 -1.880 -2.168  0.0402
H: -2.657 -1.796 -1.986  0.0935
H: -0.782 -3.320 -0.110  0.1028
H: -3.793 -2.889 0.091  0.0936
H: -2.793 -3.830 1.205  0.0767
H: -3.037 -4.390 -0.453  0.0860
H: -1.903 -1.649 1.554  0.0294
H: -2.339 -0.712 0.186  0.0660

---

Entry from OMol25: C31H45BrCaN2P2 as an isolated structure (ωB97M-V with the def2-TZVPD basis set).

Properties
Energy relative to the best compared isomer or geometry (same formula, charge and spin)   11.1 kcal per mole
Energy   -142898.832 eV
Net charge   +2
Kohn-Sham gap   4.84 eV

Last column: Löwdin charge in e.
CARTESIAN COORDINATES (ANGSTROEM)
C: -0.642 1.512 -6.276  -0.0064
C: 0.122 2.111 -5.252  -0.2355
C: 0.708 3.350 -5.562  -0.0256
C: 0.650 3.847 -6.869  -0.1197
N: -0.053 3.262 -7.825  0.0748
C: -0.672 2.119 -7.546  -0.1111
C: 0.307 1.561 -3.909  -0.1035
C: -0.046 1.407 -2.710  -0.1634
C: -0.606 1.205 -1.406  -0.2534
C: -1.246 -0.021 -1.106  -0.0470
C: -1.483 -0.450 0.171  -0.1884
C: -0.959 0.255 1.336  -0.6174
C: -0.494 1.618 1.007  -0.1569
C: -0.397 2.063 -0.284  -0.0397
Ca: 1.970 0.398 -2.757  1.4319
P: -2.177 0.176 2.751  1.0054
H: 1.203 3.945 -4.797  0.1037
H: -1.215 0.603 -6.123  0.1133
H: 1.143 4.790 -7.118  0.1208
H: -1.268 1.693 -8.359  0.1222
H: -0.128 3.109 -0.465  0.1387
H: -1.537 -0.625 -1.963  0.1339
H: -0.181 2.282 1.833  0.1171
H: -2.056 -1.356 0.381  0.1020
C: -1.877 -1.226 3.845  -0.3372
C: -0.767 -0.964 4.857  -0.1565
H: -1.652 -2.078 3.185  0.0727
H: -2.829 -1.464 4.346  0.0917
H: -0.498 -1.911 5.335  0.0936
H: 0.133 -0.579 4.362  -0.0099
H: -1.102 -0.268 5.639  0.0849
C: -2.122 1.792 3.529  -0.3157
C: -2.923 2.852 2.766  -0.1042
H: -1.062 2.078 3.620  0.0982
H: -2.508 1.644 4.552  0.1108
H: -2.983 3.754 3.387  0.0971
H: -2.436 3.121 1.822  0.0702
H: -3.949 2.534 2.538  0.0716
C: -3.851 -0.121 2.144  -0.3149
C: -4.809 -0.057 3.329  -0.1109
H: -3.850 -1.114 1.668  0.1054
H: -4.092 0.623 1.371  0.1062
H: -5.833 -0.203 2.972  0.0988
H: -4.590 -0.851 4.055  0.0713
H: -4.760 0.905 3.856  0.0793
Br: 0.795 -0.955 1.963  0.6741
P: 3.864 1.250 -0.775  0.9758
C: 3.020 1.635 0.860  -0.4237
C: 3.856 1.461 2.129  -0.1384
H: 2.124 0.996 0.947  -0.0269
H: 2.656 2.670 0.792  0.0714
H: 3.309 1.880 2.984  0.0818
H: 4.048 0.411 2.366  0.0498
H: 4.819 1.980 2.064  0.0838
C: 3.590 -0.626 -0.742  -0.4786
C: 4.740 -1.261 0.069  -0.1269
H: 3.653 -1.029 -1.775  0.0442
H: 2.633 -0.905 -0.271  0.0219
H: 4.653 -2.354 0.059  0.0924
H: 5.714 -1.012 -0.370  0.0863
H: 4.760 -0.957 1.123  0.0633
C: 2.945 2.392 -1.912  -0.5748
C: 3.296 3.884 -1.762  -0.0941
H: 1.849 2.302 -1.716  0.0165
H: 3.183 2.152 -2.987  0.0642
H: 2.639 4.435 -2.445  0.0836
H: 3.110 4.275 -0.757  0.0819
H: 4.318 4.101 -2.080  0.0936
N: -0.147 -3.402 -0.930  0.0856
C: -0.556 -4.543 -0.308  -0.3310
C: -1.191 -4.449 0.954  -0.0621
C: -1.667 -5.585 1.600  -0.0951
C: -1.530 -6.843 1.004  -0.0935
C: -0.894 -6.956 -0.245  -0.0786
C: -0.370 -5.831 -0.887  -0.0348
H: -0.326 -2.493 -0.512  0.0226
H: 0.458 -3.412 -1.740  0.0876
H: -1.267 -3.461 1.415  0.0578
H: -2.134 -5.481 2.575  0.1012
H: -1.911 -7.729 1.514  0.1051
H: -0.799 -7.940 -0.714  0.1117
H: 0.177 -5.923 -1.824  0.1036

---

Entry from OMol25: a 6-piece molecular cluster, C31H45F5IN3O17PS overall (ωB97M-V with the def2-TZVPD basis set).

Properties
Energy   -113946.210 eV
Net charge   +1
Kohn-Sham gap   6.54 eV

Last column: Löwdin charge in e.
CARTESIAN COORDINATES (ANGSTROEM)
C: 3.359 -3.684 1.177  0.1145
C: 2.759 -2.391 1.268  -0.0587
C: 2.548 -0.784 1.535  -0.1320
C: 2.443 0.143 0.193  -0.5209
P: 3.790 0.090 -1.153  0.9133
C: 4.244 -1.682 -1.700  -0.3291
C: 3.096 0.913 -2.777  -0.3036
C: 2.387 1.672 0.869  -0.5796
S: 3.259 3.075 -0.012  0.7277
N: 0.870 1.808 1.123  0.0260
C: 0.349 1.466 -0.290  -0.0892
N: -0.565 2.192 -1.012  0.0780
C: -0.948 1.763 -2.410  -0.6646
I: -3.056 1.159 -2.445  0.9326
C: -0.791 3.106 -3.395  -0.2689
C: -2.074 4.123 -3.316  -0.2006
N: 1.160 0.230 -0.598  -0.0523
C: 0.438 -1.044 -0.957  -0.1631
O: -0.199 -1.749 0.166  -0.2004
C: -0.326 -3.196 -0.107  -0.1556
C: -1.623 -3.587 -1.058  -0.1696
O: -2.867 -3.466 -0.271  -0.2127
C: -3.375 -2.080 -0.261  -0.2417
C: -3.370 -1.408 1.266  -0.0811
H: 3.748 -4.799 1.356  0.0788
H: 3.371 -0.311 2.255  0.1231
H: 1.525 -0.680 2.139  0.1326
H: 5.098 -2.163 -1.019  0.0621
H: 3.317 -2.423 -1.575  0.0256
H: 4.549 -1.778 -2.847  0.0717
H: 3.832 0.533 -3.636  0.0711
H: 2.034 0.484 -3.076  0.0340
H: 3.101 2.082 -2.725  0.0213
H: 2.818 1.779 1.975  0.1226
H: 2.418 3.690 -0.965  -0.1064
H: 0.490 1.226 1.901  0.1338
H: -1.002 3.059 -0.594  0.1855
H: -0.203 0.964 -2.887  0.1069
H: -0.694 2.770 -4.535  0.1345
H: 0.198 3.714 -3.167  0.1192
H: -2.434 4.243 -2.194  0.0647
H: -2.966 3.783 -4.033  0.0583
H: -1.787 5.216 -3.701  0.1089
H: 1.245 -1.745 -1.488  0.1432
H: -0.415 -0.902 -1.780  0.1293
H: 0.621 -3.658 -0.651  0.1272
H: -0.452 -3.842 0.887  0.1573
H: -1.647 -2.991 -2.083  0.1324
H: -1.551 -4.736 -1.373  0.1509
H: -4.419 -2.024 -0.788  0.1320
H: -2.578 -1.437 -0.871  0.0364
H: -2.268 -1.194 1.660  0.0715
H: -3.875 -0.337 1.144  0.0591
H: -3.945 -2.065 2.056  0.0982
C: 1.502 -7.232 3.393  -0.0745
C: 1.307 -7.954 2.104  -0.3292
O: 2.435 -7.582 1.344  0.1334
C: 3.416 -7.344 2.259  -0.5246
O: 4.602 -7.266 1.987  0.1419
O: 2.909 -7.210 3.523  0.0764
F: 0.200 -7.514 1.466  0.0789
H: 1.124 -6.204 3.364  0.1454
H: 1.038 -7.753 4.236  0.1495
H: 1.273 -9.045 2.201  0.1819
C: -6.324 2.358 -7.086  -0.0714
C: -4.888 2.089 -6.793  -0.3365
O: -4.338 3.377 -6.632  0.1264
C: -5.364 4.145 -6.166  -0.5061
O: -5.219 5.240 -5.650  0.1443
O: -6.575 3.533 -6.342  0.0800
F: -4.283 1.497 -7.847  0.0855
H: -6.511 2.553 -8.147  0.1545
H: -6.975 1.541 -6.760  0.1481
H: -4.717 1.500 -5.886  0.1609
C: 1.055 4.278 3.382  -0.1001
C: 1.793 3.806 4.587  -0.3284
O: 2.476 4.957 5.028  0.1503
C: 1.696 6.004 4.636  -0.4939
O: 1.808 7.139 5.067  0.1632
O: 0.768 5.624 3.706  0.0788
F: 2.708 2.868 4.255  0.0650
H: 1.664 4.246 2.472  0.1165
H: 0.135 3.712 3.208  0.1320
H: 1.148 3.430 5.389  0.1805
C: 5.647 -1.587 4.048  -0.0816
C: 5.938 -1.600 2.587  -0.3516
O: 7.323 -1.857 2.528  0.1462
C: 7.595 -2.590 3.644  -0.4945
O: 8.619 -3.231 3.809  0.1601
O: 6.575 -2.525 4.554  0.0820
F: 5.706 -0.387 2.037  0.0537
H: 5.832 -0.610 4.508  0.1510
H: 4.621 -1.891 4.271  0.1398
H: 5.396 -2.372 2.029  0.1326
C: -7.072 3.176 0.786  -0.0698
C: -5.588 3.293 0.876  -0.3388
O: -5.224 2.222 1.716  0.1291
C: -6.176 1.269 1.510  -0.4999
O: -6.060 0.102 1.844  0.1348
O: -7.275 1.780 0.875  0.0820
F: -5.231 4.449 1.480  0.0837
H: -7.586 3.672 1.616  0.1550
H: -7.464 3.570 -0.155  0.1490
H: -5.072 3.200 -0.085  0.1547